No. 1
{
  "formula": "C16H21N7O",
  "method": "wB97M-V/def2-TZVPD",
  "elements": ["O", "N", "N", "N", "C", "C", "C", "C", "C", "C", "C", "C", "C", "C", "N", "N", "N", "N", "C", "C", "C", "C", "C", "C", "H", "H", "H", "H", "H", "H", "H", "H", "H", "H", "H", "H", "H", "H", "H", "H", "H", "H", "H", "H", "H"],
  "xyz": [[0.221, 1.774, 2.574], [3.135, 2.235, -0.727], [-3.411, -2.478, -1.459], [1.621, 1.838, -2.505], [1.300, 1.309, 2.238], [3.082, 2.077, 0.528], [-2.398, -1.633, -1.329], [1.929, 1.912, -1.216], [0.287, 1.438, -2.761], [1.849, 1.634, 0.961], [1.053, 1.602, -0.190], [-2.632, -0.363, -2.085], [-0.614, 1.127, -1.779], [-3.917, -0.503, -2.619], [-0.295, 1.262, -0.425], [-1.977, 0.916, -2.150], [-4.359, -1.729, -2.175], [1.905, 0.540, 3.177], [-4.711, 0.485, -3.529], [-5.415, -2.488, -2.932], [2.690, -1.179, 4.389], [4.339, 0.373, 3.216], [3.174, -1.388, 1.921], [3.009, -0.391, 3.169], [3.902, 2.427, 1.112], [-1.359, -1.691, -0.891], [-0.006, 1.444, -3.851], [-0.757, 0.569, 0.251], [-2.421, 1.640, -2.794], [1.278, 0.646, 3.970], [-4.796, 0.114, -4.554], [-5.672, 0.579, -3.168], [-4.281, 1.408, -3.619], [-5.632, -2.039, -3.913], [-5.028, -3.474, -3.164], [-6.386, -2.468, -2.516], [2.350, -0.534, 5.273], [3.524, -1.698, 4.751], [1.906, -1.863, 4.271], [4.558, 0.533, 2.146], [5.174, -0.279, 3.649], [4.230, 1.345, 3.710], [4.196, -1.779, 2.032], [3.030, -1.037, 0.889], [2.325, -2.215, 2.124]],
  "forces_ev_per_angstrom": [[-1.3, 0.4, -0.3], [2.0, 1.0, -3.3], [-0.4, 2.1, -0.8], [-1.8, -0.6, 0.7], [0.0, 0.1, 1.3], [1.0, 0.4, 1.5], [1.4, 3.2, -1.4], [0.0, 0.4, -4.0], [2.0, 0.9, -0.6], [-2.5, -1.1, -0.2], [-2.6, -1.2, 2.9], [-1.7, -0.4, 0.4], [-1.5, 0.6, -0.3], [1.2, 0.2, 0.3], [1.6, -1.9, -0.2], [0.1, 0.0, 0.0], [-0.7, -1.3, -1.2], [-0.7, 0.8, -1.2], [1.2, -4.0, 0.1], [1.4, 0.7, -0.8], [0.1, 1.3, 2.4], [0.8, -0.7, -0.2], [-2.6, -1.3, 1.8], [0.3, 0.2, -1.1], [0.4, -0.2, 0.6], [-1.7, -1.1, 0.0], [0.3, -0.2, 1.6], [0.6, 2.0, -1.0], [1.2, -1.7, 1.3], [0.5, -0.7, 0.3], [0.1, -0.3, 0.1], [-2.1, 0.4, 0.8], [1.3, 2.4, 0.2], [0.7, 0.3, 0.2], [-0.2, -0.2, 0.4], [-0.7, -0.4, 1.3], [0.7, -0.5, -1.2], [1.4, -1.0, 0.5], [-1.2, -1.0, -0.6], [0.4, 0.3, 0.6], [-1.1, 1.1, -0.5], [0.3, -0.4, 0.1], [-0.6, -0.3, -0.2], [0.1, 0.5, 0.6], [2.2, 1.4, -0.8]],
  "nbo_charge": [-0.6537, -0.4740, -0.2475, -0.2779, 0.6661, 0.0995, -0.0729, 0.2832, -0.1060, -0.3210, 0.1796, 0.0333, 0.3256, 0.1343, -0.4773, -0.6408, -0.1848, -0.6295, -0.6305, -0.4122, -0.5972, -0.6213, -0.6209, 0.1118, 0.2029, 0.2101, 0.2210, 0.4455, 0.4129, 0.4132, 0.2230, 0.2266, 0.2120, 0.2016, 0.2288, 0.2073, 0.2050, 0.2111, 0.2147, 0.2131, 0.2125, 0.2212, 0.2179, 0.2296, 0.2040],
  "lumo_energy_ev": -0.8,
  "smiles": "Cc1c(Nc2cnc3ncc(C(=O)NC(C)(C)C)c-3[nH]2)cnn1C",
  "charge": 0,
  "gap_ev": 7.229,
  "e_above_lowest_kcal_mol": 95.9,
  "e_tot_ev": -29407.1963,
  "multiplicity": 1
}

=====

No. 2
{
  "formula": "C16H22BBaN7",
  "method": "wB97M-V/def2-TZVPD",
  "elements": ["H", "N", "B", "N", "C", "Ba", "H", "C", "H", "C", "H", "C", "H", "H", "H", "N", "N", "N", "N", "C", "C", "H", "H", "C", "C", "C", "C", "H", "H", "H", "H", "H", "C", "C", "C", "C", "C", "C", "N", "H", "H", "H", "H", "H", "H", "H", "H"],
  "xyz": [[-0.301, 3.025, 0.779], [0.081, 1.725, -0.872], [0.711, 0.735, -3.141], [0.617, 1.936, -2.134], [0.926, 3.240, -2.283], [-1.006, -0.566, 0.034], [1.372, 3.591, -3.203], [0.598, 3.908, -1.093], [0.719, 4.950, -0.871], [0.076, 2.916, -0.238], [1.120, 1.117, -4.196], [-2.125, -2.569, 0.703], [-2.638, -3.253, 1.377], [-1.049, -2.841, 0.727], [-2.544, -2.666, -0.316], [-0.707, 0.113, -3.317], [1.675, -0.354, -2.553], [-1.394, -0.449, -2.218], [1.351, -0.998, -1.365], [-1.488, 0.047, -4.410], [2.822, -0.862, -3.052], [-1.155, 0.448, -5.358], [3.239, -0.471, -3.970], [-2.693, -0.565, -4.066], [3.281, -1.854, -2.177], [-2.607, -0.873, -2.706], [2.327, -1.905, -1.137], [-3.517, -0.741, -4.726], [4.171, -2.447, -2.273], [-3.351, -1.382, -2.092], [2.315, -2.569, -0.274], [-2.359, -1.460, 1.169], [-2.061, 1.571, 2.981], [-1.367, 0.402, 3.566], [-1.402, -0.043, 4.918], [-0.583, -1.193, 4.981], [-0.077, -1.401, 3.666], [0.830, -2.486, 3.231], [-0.562, -0.430, 2.831], [-2.527, 2.157, 3.784], [-2.868, 1.282, 2.282], [-1.364, 2.234, 2.440], [-1.956, 0.445, 5.711], [-0.348, -1.816, 5.835], [1.648, -2.594, 3.958], [0.304, -3.453, 3.186], [1.278, -2.289, 2.244]],
  "forces_ev_per_angstrom": [[0.2, -0.2, -0.4], [0.4, 1.2, -0.6], [0.3, 0.1, 0.8], [-0.7, -0.1, 1.2], [-0.3, -0.1, 0.9], [4.9, 5.1, 1.4], [-0.1, 0.0, 0.1], [0.1, -0.6, -0.4], [0.1, 0.1, 0.0], [0.4, -0.4, -1.4], [0.0, 0.0, -0.1], [-2.6, -0.6, 2.6], [0.0, -0.3, -0.2], [-0.8, 0.1, 0.3], [0.2, 0.1, 0.4], [-1.6, -0.9, 1.2], [-0.4, -0.8, 1.0], [-1.0, 0.3, -5.6], [0.9, -0.3, -0.7], [0.0, -0.2, 0.8], [-0.2, -0.4, 0.9], [0.0, -0.1, 0.2], [0.0, -0.1, 0.1], [0.2, 0.1, 0.1], [-0.5, 0.4, -0.1], [1.6, 0.9, -0.5], [-0.2, 0.9, -1.2], [-0.2, -0.1, -0.1], [0.1, 0.0, 0.0], [0.3, 0.3, 0.0], [-0.1, 0.3, -0.2], [-0.8, -4.8, 0.3], [-0.1, 0.4, -0.2], [0.5, -1.4, 1.8], [0.0, 0.4, -1.4], [0.5, -0.1, -1.3], [-1.3, 1.2, 1.5], [0.3, -0.5, -0.1], [-0.1, -0.2, -0.5], [0.1, -0.1, -0.3], [0.1, 0.2, 0.1], [-0.2, -0.1, 0.2], [0.1, -0.1, 0.0], [-0.1, 0.1, 0.0], [-0.1, -0.1, -0.3], [0.2, 0.1, -0.1], [-0.1, 0.0, 0.2]],
  "lowdin_charge": [0.0893, -0.1210, -0.4869, -0.0421, -0.0760, 1.9960, 0.1174, -0.0636, 0.0840, -0.1451, 0.1132, -0.2887, 0.0555, 0.0069, 0.0164, -0.0080, -0.0407, -0.3071, -0.0862, -0.0575, -0.0765, 0.1283, 0.1186, -0.0638, -0.0683, -0.1561, -0.1511, 0.0911, 0.0849, 0.1002, 0.0992, -0.0364, -0.0890, -0.4455, -0.0966, -0.0975, -0.4334, -0.0850, -0.1043, 0.0780, 0.0556, 0.0445, 0.0766, 0.0782, 0.0757, 0.0670, 0.0496],
  "lumo_energy_ev": -0.3,
  "charge": 0,
  "gap_ev": 5.697,
  "e_above_lowest_kcal_mol": 0.0,
  "e_tot_ev": -28749.3836,
  "multiplicity": 1
}

=====

No. 3
{
  "formula": "C16H22Cl2O2TeTi",
  "method": "wB97M-V/def2-TZVPD",
  "elements": ["C", "C", "C", "C", "C", "C", "C", "C", "C", "C", "Ti", "Cl", "Cl", "O", "H", "H", "H", "H", "H", "H", "H", "H", "H", "H", "H", "H", "H", "H", "H", "H", "O", "H", "Te", "C", "C", "C", "C", "C", "C", "H", "H", "H", "H", "H"],
  "xyz": [[-2.705, -0.566, -0.311], [-2.499, -0.304, 1.090], [-1.502, -1.228, 1.554], [-3.313, 0.553, 1.962], [-1.139, -2.047, 0.419], [-1.825, -1.587, -0.706], [-1.820, -2.221, -2.049], [-3.685, 0.085, -1.195], [-1.038, -1.414, 2.941], [-0.294, -3.252, 0.520], [-0.471, 0.702, 1.349], [-0.015, 1.892, 2.926], [-1.073, 2.217, -0.158], [1.087, -0.119, 0.669], [-3.464, 1.560, 1.549], [-2.915, 0.663, 2.981], [-4.309, 0.107, 2.069], [-1.014, -0.473, 3.503], [-0.025, -1.830, 2.963], [-1.690, -2.106, 3.495], [0.562, -3.138, 1.200], [0.087, -3.586, -0.452], [-0.943, -4.046, 0.920], [-0.965, -2.891, -2.184], [-1.821, -1.501, -2.871], [-2.722, -2.833, -2.166], [-3.932, 1.105, -0.890], [-4.611, -0.503, -1.204], [-3.325, 0.127, -2.228], [1.145, -0.580, -0.221], [0.583, -0.132, -3.468], [1.250, -0.373, -2.782], [3.528, 0.057, 1.614], [3.746, 1.526, 0.247], [4.639, 1.111, -0.787], [4.857, 1.958, -1.860], [4.298, 3.235, -1.886], [3.469, 3.649, -0.851], [3.170, 2.813, 0.217], [5.105, 0.137, -0.693], [5.483, 1.606, -2.670], [4.517, 3.881, -2.714], [3.050, 4.645, -0.886], [2.538, 3.104, 1.046]],
  "forces_ev_per_angstrom": [[1.0, 0.2, 1.5], [0.3, -0.6, -0.9], [-0.2, -0.5, -1.4], [-1.1, 0.6, 0.5], [-0.3, 1.1, 0.8], [-0.4, -0.4, 0.5], [-0.1, -0.3, -0.5], [-0.3, 0.3, -0.5], [0.0, -0.6, 0.9], [0.4, -0.4, 0.0], [1.0, -4.3, -6.5], [1.1, 2.6, 3.8], [0.0, 0.5, -0.2], [-2.9, 0.8, -0.7], [0.1, -0.1, 0.1], [0.0, 0.0, -0.2], [-0.2, 0.1, 0.2], [0.0, -0.2, 0.2], [-0.1, 0.1, 0.0], [0.1, 0.1, 0.1], [-0.2, 0.1, -0.2], [-0.1, 0.1, 0.2], [0.3, -0.2, 0.0], [-0.1, 0.3, -0.1], [0.4, 0.0, 0.2], [-0.1, -0.1, 0.0], [0.1, -0.1, 0.1], [-0.1, 0.1, 0.0], [0.0, 0.0, 0.2], [-0.2, 0.9, 1.3], [0.4, -0.5, 0.7], [-0.6, 0.3, -0.7], [1.2, -1.0, 2.6], [0.9, 0.2, -1.2], [-0.9, 1.4, -0.1], [0.2, -0.3, 0.3], [-0.1, -0.3, 0.3], [0.1, 0.2, 0.0], [0.6, -1.0, -0.2], [-0.1, 0.1, -0.2], [0.1, 0.1, -0.2], [-0.1, 0.3, -0.3], [-0.1, 0.1, 0.0], [-0.1, 0.2, -0.1]],
  "nbo_charge": [0.0402, -0.2380, -0.2519, -0.6319, 0.0214, 0.0204, -0.6551, -0.6499, -0.6435, -0.6464, 1.2084, -0.2509, -0.3382, -0.9261, 0.2249, 0.2149, 0.2003, 0.2248, 0.2447, 0.2059, 0.2299, 0.2256, 0.1992, 0.2195, 0.2681, 0.1720, 0.2166, 0.1984, 0.2413, 0.5239, -1.3669, 0.3836, -0.4019, -0.2443, -0.2452, -0.2143, -0.2780, -0.1943, -0.2812, 0.2148, 0.1849, 0.1848, 0.1835, 0.2060],
  "lumo_energy_ev": 4.1,
  "charge": -2,
  "gap_ev": 3.716,
  "e_tot_ev": -76497.3221,
  "multiplicity": 1
}

=====

No. 4
{
  "formula": "C16H22MgN5O2Se",
  "method": "wB97M-V/def2-TZVPD",
  "elements": ["Mg", "N", "C", "O", "C", "C", "H", "H", "H", "H", "H", "H", "N", "C", "N", "C", "C", "O", "C", "C", "H", "H", "H", "H", "H", "H", "H", "H", "C", "N", "C", "Se", "N", "C", "C", "C", "C", "C", "C", "H", "H", "H", "H", "H", "H", "H", "H"],
  "xyz": [[-0.053, -0.818, 0.159], [-3.186, -2.126, -2.091], [-2.177, -1.527, -1.491], [-1.519, -2.044, -0.527], [-1.702, -0.208, -2.060], [-1.119, 0.733, -1.054], [-3.603, -2.969, -1.668], [-3.680, -1.615, -2.803], [-2.538, 0.183, -2.618], [-0.960, -0.499, -2.819], [-1.765, 0.970, -0.138], [-0.539, 1.526, -1.466], [1.883, -1.084, -0.452], [2.990, -1.304, -0.795], [4.136, -1.726, -1.212], [5.322, -1.684, -0.400], [6.397, -0.761, -1.050], [6.690, -1.232, -2.373], [5.500, -1.194, -3.213], [4.335, -2.055, -2.645], [5.738, -2.713, -0.349], [5.070, -1.384, 0.629], [7.343, -0.892, -0.487], [6.069, 0.292, -1.040], [5.774, -1.582, -4.205], [5.140, -0.140, -3.306], [4.632, -3.105, -2.700], [3.436, -1.897, -3.249], [-0.566, 2.541, 2.276], [-1.610, 1.569, 2.373], [-1.494, 0.200, 2.561], [0.030, -0.890, 2.741], [-2.740, -0.327, 2.659], [-3.731, 0.655, 2.516], [-5.089, 0.645, 2.681], [-5.772, 1.861, 2.409], [-5.057, 3.038, 2.127], [-3.646, 3.054, 2.028], [-2.992, 1.852, 2.278], [0.395, 2.058, 2.460], [-0.759, 3.394, 2.974], [-0.536, 2.949, 1.263], [-2.937, -1.323, 2.724], [-5.551, -0.237, 3.034], [-6.867, 1.857, 2.483], [-5.576, 3.994, 2.071], [-3.116, 3.964, 1.766]],
  "forces_ev_per_angstrom": [[-0.3, 0.6, -0.6], [-0.7, -1.0, 0.8], [2.1, 0.2, 1.1], [-1.2, 0.1, -1.0], [-0.5, -0.2, -0.3], [0.3, -1.4, 2.7], [0.5, 0.7, -0.6], [-0.1, -0.1, 0.0], [-0.6, 0.3, -0.5], [0.0, 0.1, 0.1], [0.3, 0.2, -1.8], [0.0, 0.7, -0.1], [2.6, -0.3, -0.7], [-2.9, -0.2, 0.8], [-0.4, 0.3, -1.1], [1.6, -0.1, 0.5], [0.1, -1.1, 0.3], [-1.5, 0.2, -0.2], [-0.1, 0.3, 0.6], [1.2, 0.2, -0.2], [-0.2, 0.5, -0.1], [0.1, 0.0, -0.4], [-0.6, 0.3, -0.3], [0.1, -0.2, -0.1], [0.0, 0.2, 0.4], [0.4, -0.6, 0.0], [-0.2, 0.0, 0.1], [0.1, 0.0, 0.4], [0.5, 1.0, -0.1], [-1.7, -2.7, 0.2], [-0.4, 0.8, 0.2], [-0.2, 0.5, -0.1], [-0.2, 0.3, -0.1], [2.1, 1.2, 0.1], [-0.2, 1.6, -0.8], [0.5, -0.7, 0.6], [0.5, -0.2, 0.1], [-0.7, -0.4, 0.3], [-0.4, 0.0, -0.1], [-0.2, 0.1, 0.2], [0.2, -0.9, -0.4], [0.0, 0.0, 0.0], [0.4, 0.4, 0.1], [-0.8, -0.7, 0.0], [0.6, 0.2, 0.0], [0.0, -0.4, -0.3], [-0.1, -0.1, 0.2]],
  "nbo_charge": [1.6434, -0.7629, 0.7100, -0.8074, -0.5156, -1.0669, 0.4215, 0.4163, 0.1803, 0.2325, 0.1714, 0.2178, -0.6508, 0.6089, -0.4537, -0.2404, -0.0832, -0.5118, -0.0852, -0.2351, 0.2181, 0.2325, 0.2185, 0.1798, 0.2199, 0.1765, 0.2168, 0.2337, -0.4227, -0.3813, 0.2868, -0.3478, -0.5378, 0.0916, -0.2211, -0.1900, -0.1955, -0.2443, 0.1873, 0.2488, 0.2282, 0.2266, 0.4487, 0.2306, 0.2356, 0.2343, 0.2371],
  "lumo_energy_ev": -2.2,
  "charge": 1,
  "gap_ev": 7.526,
  "e_above_lowest_kcal_mol": 0.0,
  "e_tot_ev": -99281.8757,
  "multiplicity": 1
}

=====

No. 5
{
  "formula": "C16H22N2O3S2",
  "method": "wB97M-V/def2-TZVPD",
  "elements": ["C", "C", "O", "N", "C", "C", "C", "C", "C", "C", "S", "C", "C", "H", "H", "H", "C", "H", "H", "H", "H", "H", "S", "O", "O", "N", "C", "C", "C", "C", "C", "H", "H", "H", "H", "H", "H", "H", "H", "H", "H", "H", "H", "H", "H"],
  "xyz": [[-2.005, -3.010, 0.698], [-2.364, -2.144, 1.878], [-3.381, -2.315, 2.516], [-1.462, -1.185, 2.291], [-0.328, -0.795, 1.580], [-0.373, -0.622, 0.197], [0.777, -0.343, -0.510], [1.999, -0.198, 0.120], [2.046, -0.277, 1.499], [0.896, -0.558, 2.225], [0.949, -0.548, 3.984], [-0.687, 0.263, 4.189], [-0.675, 1.664, 3.597], [-0.565, 1.637, 2.515], [-1.608, 2.170, 3.838], [0.149, 2.240, 4.014], [-1.763, -0.639, 3.616], [-2.710, -0.089, 3.548], [-1.932, -1.489, 4.287], [-0.823, 0.325, 5.271], [2.971, -0.129, 2.033], [2.878, -0.005, -0.471], [0.687, -0.176, -2.290], [-0.677, -0.406, -2.687], [1.707, -0.988, -2.884], [1.156, 1.424, -2.448], [1.886, 1.752, -3.657], [0.951, 1.945, -4.849], [-0.088, 3.015, -4.520], [-0.857, 2.610, -3.265], [0.118, 2.375, -2.111], [-0.406, 1.979, -1.238], [0.609, 3.313, -1.829], [-1.573, 3.385, -2.984], [-1.399, 1.683, -3.452], [-0.778, 3.141, -5.356], [0.416, 3.971, -4.350], [0.448, 0.997, -5.052], [1.531, 2.228, -5.729], [2.577, 0.928, -3.834], [2.456, 2.667, -3.463], [-1.298, -0.708, -0.348], [-2.428, -3.995, 0.885], [-0.933, -3.088, 0.549], [-2.465, -2.627, -0.210]],
  "forces_ev_per_angstrom": [[-0.1, -0.2, 0.0], [0.1, -0.2, -0.2], [-0.2, -0.1, 0.0], [0.0, 0.2, 0.4], [0.6, 0.1, -0.5], [-0.1, 0.0, 0.0], [-0.1, 0.0, -0.5], [0.1, 0.0, 0.0], [-0.1, 0.0, -0.2], [-0.2, -0.1, 0.2], [-0.2, -0.1, 0.1], [0.4, -0.1, -0.2], [0.0, 0.0, 0.1], [0.0, 0.1, -0.1], [-0.1, 0.1, 0.0], [0.0, 0.1, 0.0], [-0.4, 0.0, 0.4], [0.1, 0.0, 0.1], [0.0, 0.2, -0.1], [-0.1, -0.1, -0.1], [0.1, 0.1, 0.0], [0.2, 0.1, 0.0], [0.2, 0.2, 0.5], [0.0, 0.2, 0.2], [0.3, 0.1, 0.0], [-0.1, -1.0, 0.2], [0.3, -0.3, -0.6], [0.1, 0.3, 0.1], [-0.1, -0.2, 0.0], [0.1, 0.2, 0.0], [-0.6, 0.2, 0.2], [0.0, 0.2, 0.1], [0.0, -0.1, 0.1], [0.0, 0.0, 0.0], [-0.1, 0.1, 0.0], [0.0, 0.1, 0.0], [0.0, 0.1, -0.1], [0.0, 0.0, -0.1], [0.0, -0.1, 0.0], [0.1, 0.2, -0.1], [0.0, -0.1, 0.0], [-0.2, 0.0, 0.0], [0.0, 0.0, 0.0], [0.0, 0.0, -0.1], [0.0, 0.0, -0.1]],
  "nbo_charge": [-0.7148, 0.6948, -0.6012, -0.4761, 0.2154, -0.2364, -0.3294, -0.1739, -0.2124, -0.1968, 0.2589, -0.3303, -0.6243, 0.2131, 0.2165, 0.2236, -0.2181, 0.2157, 0.2254, 0.2407, 0.2302, 0.2385, 2.3202, -0.9507, -0.9369, -0.6781, -0.2289, -0.4196, -0.3981, -0.4269, -0.2255, 0.2136, 0.2004, 0.2103, 0.2296, 0.2137, 0.1901, 0.2103, 0.2135, 0.2393, 0.1956, 0.2516, 0.2482, 0.2281, 0.2411],
  "lumo_energy_ev": 0.4,
  "smiles": "CC(=O)N1C[C@H](C)Sc2ccc(S(=O)(=O)N3CCCCC3)cc21",
  "charge": 0,
  "gap_ev": 8.914,
  "e_above_lowest_kcal_mol": 0.0,
  "e_tot_ev": -47742.7855,
  "multiplicity": 1
}